34
Properties=species:S:1:pos:R:3:forces:R:3:lowdin_charge:R:1 method="wB97M-V/def2-TZVPD" lumo_energy_ev=0.37 smiles=c1ccc(-c2nnc(SCc3nc4ccccc4[nH]3)o2)cc1 de_lowest_kcal_mol=0.0 total_charge=0 gap_ev=8.82 e_tot_ev=-35629.8780
C 3.767 2.315 -5.667 -0.02 0.03 -0.04 -0.083
C 4.573 1.675 -4.737 0.02 0.00 -0.02 -0.074
C 4.070 1.338 -3.496 -0.18 0.03 0.09 -0.019
C 2.746 1.643 -3.182 -0.06 0.25 -0.55 -0.154
C 2.228 1.286 -1.884 0.41 -0.48 0.86 -0.287
N 2.860 0.683 -0.924 0.75 0.36 -1.55 0.102
N 2.011 0.548 0.107 -1.29 0.09 0.90 0.041
C 0.887 1.075 -0.273 0.70 -0.33 0.37 -0.690
S -0.578 1.208 0.620 -0.51 -0.04 0.22 1.007
C -0.068 0.297 2.146 0.10 0.39 -0.39 -0.338
C -1.147 -0.616 2.576 -0.07 -0.14 0.00 -0.420
N -1.090 -1.913 2.521 0.65 0.06 -0.23 0.173
C -2.292 -2.362 3.007 -0.61 0.54 0.25 -0.229
C -2.768 -3.658 3.177 0.00 0.11 0.01 -0.016
C -4.038 -3.808 3.692 0.01 -0.20 -0.01 -0.099
C -4.828 -2.709 4.036 -0.09 0.11 0.04 -0.100
C -4.375 -1.414 3.877 -0.08 0.11 0.03 -0.029
C -3.100 -1.255 3.360 0.02 -0.73 -0.03 -0.196
N -2.336 -0.152 3.077 0.11 0.21 -0.05 0.153
O 0.942 1.569 -1.524 0.00 0.02 -0.05 0.079
C 1.936 2.286 -4.117 0.08 -0.10 0.18 -0.020
C 2.451 2.618 -5.355 0.02 0.04 -0.11 -0.077
H 4.164 2.577 -6.636 0.03 0.02 -0.07 0.102
H 5.598 1.440 -4.983 0.08 -0.02 -0.01 0.105
H 4.677 0.840 -2.757 0.09 -0.05 0.05 0.113
H 0.150 1.050 2.903 0.10 -0.10 -0.01 0.088
H 0.829 -0.260 1.887 -0.06 -0.01 0.14 0.075
H -2.156 -4.504 2.910 0.08 -0.11 -0.03 0.110
H -4.439 -4.801 3.835 -0.02 -0.08 0.01 0.098
H -5.817 -2.877 4.435 -0.08 0.00 0.03 0.099
H -4.987 -0.565 4.143 -0.09 0.05 0.04 0.106
H -2.609 0.812 3.175 0.03 -0.07 0.02 0.161
H 0.912 2.518 -3.866 -0.07 0.02 0.00 0.115
H 1.824 3.116 -6.081 -0.04 0.04 -0.05 0.104